# 1
Molecular formula: C8H15ClNO2
Method: DFT, the ωB97M-V functional and the def2-TZVPD basis

* calculated total energy: -978.93311 hartree
* HOMO (alpha / beta): -12.93 / -12.93 eV
* strongest force on any atom: 1.96 eV/Å
* LUMO (alpha / beta): -5.313 / -5.314 eV
* total charge: +1

CARTESIAN COORDINATES (ANGSTROEM)
C -4.43 0.39 0.26
C 2.96 -0.49 1.10
H 1.37 0.20 -1.78
H 2.38 2.11 0.45
H -5.38 0.33 -0.25
H 0.75 1.73 -0.10
C 1.55 1.40 0.56
H 3.12 0.36 -1.51
H 3.13 -1.54 0.85
H 3.91 0.04 0.99
H 1.20 1.45 1.59
Cl 0.57 -2.76 0.46
O -1.83 0.65 1.45
H 2.34 -1.23 -1.37
H -2.45 -0.22 -2.27
H -4.43 0.79 1.26
H 2.64 -0.41 2.13
H -3.06 -1.73 -1.61
N 1.96 0.06 0.22
C 2.21 -0.16 -1.18
C -2.09 0.03 0.48
H -4.19 -0.51 -2.20
C -0.16 -1.29 0.77
O -1.09 -0.90 -0.04
C -3.25 -0.66 -1.68
H -0.07 -0.84 1.75
C -3.31 -0.05 -0.32

The net atomic charges from natural (NBO), expressed in e, are: C -0.2019; C -0.4276; H 0.2126; H 0.2061; H 0.2222; H 0.2103; C -0.4229; H 0.2111; H 0.2138; H 0.2102; H 0.2141; Cl 0.2000; O -0.4907; H 0.2117; H 0.2278; H 0.2258; H 0.2124; H 0.2343; N -0.3719; C -0.4268; C 0.7763; H 0.2433; C 0.3570; O -0.4804; C -0.6334; H 0.2449; C -0.1782

# 2
Molecular formula: C8H15CrF9N5O19S3
Method: DFT, the ωB97M-V functional and the def2-TZVPD basis

* calculated total energy: -5154.19995 hartree
* HOMO (alpha / beta): -2.37 / -5.22 eV
* spin multiplicity: 9
* strongest force on any atom: 4.59 eV/Å
* LUMO (alpha / beta): 1.801 / -2.449 eV
* total charge: -1

CARTESIAN COORDINATES (ANGSTROEM)
F 4.86 -32.08 22.15
H -3.49 -29.09 16.42
O -1.00 -21.90 20.44
F -3.38 -31.70 28.17
H -2.12 -30.01 15.64
O 3.25 -25.09 24.62
O -2.69 -31.95 21.79
S -2.35 -29.59 26.82
F 1.54 -22.72 25.61
O -2.41 -29.14 25.42
O 1.62 -32.55 22.83
N -1.07 -22.85 19.65
H -7.37 -28.15 20.63
O 3.39 -24.36 19.92
S 2.00 -25.29 25.44
O -2.79 -28.53 27.72
S 2.27 -31.29 22.85
F 3.63 -31.83 20.37
F 4.30 -30.12 21.58
O -3.94 -33.78 21.80
F -3.27 -32.04 26.03
C -0.75 -22.47 18.20
H -8.46 -28.03 21.88
C 3.88 -31.40 21.61
H 5.62 -25.84 20.17
C 1.73 -23.72 26.46
O -1.15 -24.03 19.85
N -6.45 -28.14 22.57
H -0.67 -23.38 17.61
N 3.60 -25.53 19.97
C -3.56 -31.11 26.97
O -0.51 -29.82 17.45
H -7.71 -29.64 21.68
O 0.78 -25.52 24.66
Cr -1.37 -27.55 22.34
O 2.84 -30.85 24.15
H -2.66 -34.07 19.69
O 2.90 -26.36 20.53
F -4.85 -30.73 26.88
O -0.95 -30.04 27.17
H -2.15 -28.29 15.74
O 2.17 -26.42 26.44
O 1.29 -30.29 22.31
H 0.19 -21.92 18.17
N -1.55 -29.26 17.54
H -1.62 -21.87 17.94
O -5.23 -28.09 22.17
F 0.69 -23.83 27.28
C -7.55 -28.56 21.63
N -2.91 -33.14 21.45
H 5.10 -25.27 18.60
H -1.22 -33.17 20.20
F 2.83 -23.58 27.22
H -1.58 -34.79 20.96
C -2.42 -29.19 16.30
O -6.79 -28.14 23.74
C 4.86 -25.96 19.41
H 4.76 -26.97 18.99
O -2.01 -28.74 18.60
C -1.98 -33.88 20.53

The net atomic charges from natural (NBO), expressed in e, are: F -0.3252; H 0.2340; O -0.4007; F -0.3108; H 0.2253; O -0.7307; O -0.3249; S 2.1585; F -0.2899; O -0.6708; O -1.0052; N 0.5340; H 0.2254; O -0.3963; S 2.1483; O -0.7616; S 2.2576; F -0.3337; F -0.3466; O -0.4199; F -0.2957; C -0.4877; H 0.2217; C 0.7390; H 0.2405; C 0.7614; O -0.3190; N 0.5000; H 0.2229; N 0.5239; C 0.7769; O -0.3353; H 0.2426; O -0.6924; Cr 0.0126; O -0.9839; H 0.2183; O -0.3388; F -0.2979; O -0.6006; H 0.2269; O -0.5928; O -1.0069; H 0.2317; N 0.5219; H 0.2183; O -0.3502; F -0.2979; C -0.4841; N 0.5069; H 0.2173; H 0.2503; F -0.3068; H 0.2418; C -0.4977; O -0.3567; C -0.4864; H 0.2394; O -0.3762; C -0.4742

# 3
Molecular formula: C8H15F2N2O10S3
Method: DFT, the ωB97M-V functional and the def2-TZVPD basis

* calculated total energy: -2569.67386 hartree
* HOMO: -13.44 eV
* strongest force on any atom: 2.31 eV/Å
* LUMO: -4.450 eV
* total charge: +1

CARTESIAN COORDINATES (ANGSTROEM)
O -2.46 -0.49 2.06
C 2.16 0.64 -0.47
H -0.45 -4.30 0.04
H 3.98 1.52 -5.19
H 0.67 -2.66 -1.13
H -0.35 -3.35 1.50
N 0.39 -2.35 -0.21
O 1.74 3.13 -5.19
C 3.13 1.39 -4.51
O -4.59 -1.23 3.06
C 2.54 2.70 -4.10
O 1.82 -0.76 1.93
H 1.89 2.58 -3.22
H 1.11 -4.00 0.84
O 2.94 1.50 -0.34
H -4.19 0.57 5.70
N 0.94 0.71 0.30
C -0.80 -1.58 -0.30
C -3.27 0.86 5.19
H 3.30 3.45 -3.88
F 2.38 -0.35 -1.25
S -0.42 0.20 -0.59
H -2.15 -0.61 6.35
S 1.19 1.84 -5.99
H -1.45 -1.68 0.55
C 1.09 0.12 1.61
O -2.55 -1.22 4.41
H 3.44 0.80 -3.65
O -3.53 0.88 3.77
H -1.43 0.84 0.05
H -2.96 1.84 5.53
O -0.16 1.62 -5.64
C 0.15 -3.58 0.58
F 0.29 0.74 2.43
C -2.19 -0.19 5.35
S -3.34 -0.59 3.18
H -1.39 -1.85 -1.18
O 2.08 0.73 -5.22
H -1.21 0.20 5.08
O 1.62 1.93 -7.34

The net atomic charges from natural (NBO), expressed in e, are: O -0.9883; C 0.9591; H 0.1965; H 0.2062; H 0.3810; H 0.2076; N -0.6222; O -0.6753; C -0.1046; O -0.8661; C -0.0947; O -0.4526; H 0.1665; H 0.2308; O -0.4450; H 0.2099; N -0.6814; C -0.3635; C -0.1053; H 0.2240; F -0.2633; S 0.8336; H 0.2309; S 2.5390; H 0.2828; C 0.9604; O -0.6810; H 0.2047; O -0.6808; H 0.2137; H 0.2275; O -0.9016; C -0.4186; F -0.2743; C -0.1002; S 2.5686; H 0.2446; O -0.6894; H 0.1942; O -0.8735

# 4
Molecular formula: C8H15FN
Method: DFT, the ωB97M-V functional and the def2-TZVPD basis

* calculated total energy: -468.11305 hartree
* HOMO: -13.11 eV
* strongest force on any atom: 4.10 eV/Å
* LUMO: -4.261 eV
* total charge: +1

CARTESIAN COORDINATES (ANGSTROEM)
C -3.83 -0.30 -0.85
H 2.52 -2.15 -1.05
C -3.41 1.18 1.15
H -4.02 0.68 1.91
H -4.89 -0.24 -0.66
H -2.50 1.39 1.68
C 3.17 -0.81 0.61
N 1.29 -0.38 -0.81
H -0.30 0.19 -1.64
H -3.50 -0.89 -1.61
H 2.99 -1.72 1.30
H 0.52 1.13 0.19
H 0.63 -0.98 -2.74
H 2.39 0.63 2.12
H 3.15 -0.59 -1.49
C 1.04 0.33 0.49
C 2.42 0.51 1.07
C 2.59 -1.12 -0.76
C -3.05 0.30 -0.01
H -3.85 2.08 0.87
H 0.49 -0.21 1.24
F -1.65 0.41 -0.29
H 2.91 1.37 0.74
C 0.61 -0.33 -1.86
H 4.27 -0.49 0.40

The net atomic charges from natural (NBO), expressed in e, are: C -0.4584; H 0.2431; C -0.6929; H 0.2468; H 0.2362; H 0.2282; C -0.4230; N -0.1894; H 0.2387; H 0.2144; H 0.2420; H 0.2271; H 0.2415; H 0.2445; H 0.2208; C -0.2136; C -0.4140; C -0.2449; C 0.4149; H 0.2432; H 0.2461; F -0.4196; H 0.2221; C 0.0893; H 0.2568

# 5
Molecular formula: C8H15GeO6PtSe
Method: DFT, the ωB97M-V functional and the def2-TZVPD basis

* calculated total energy: -5363.06662 hartree
* HOMO: -5.66 eV
* strongest force on any atom: 0.57 eV/Å
* LUMO: 2.514 eV
* total charge: -1

CARTESIAN COORDINATES (ANGSTROEM)
C -0.77 -6.76 1.40
C 0.05 -4.30 -0.09
Ge -1.36 -4.88 1.17
C -3.13 -5.10 0.38
H -3.03 -5.62 -0.57
H -1.40 -3.00 2.88
O 2.09 -0.24 0.02
H -3.73 -5.73 1.05
H -0.01 -4.97 -0.94
C -2.77 -0.94 0.40
O 0.19 1.62 0.40
H -3.81 -0.57 0.29
C -1.20 -4.07 2.93
H -3.64 -4.15 0.24
O -1.91 -0.09 0.01
Se 0.43 -2.56 -0.90
C 2.53 0.99 0.16
H -0.81 -7.30 0.45
Pt 0.10 -0.34 0.02
H -1.91 -4.54 3.61
H -1.97 -2.76 -1.59
O 1.70 3.22 0.62
H 0.26 -6.81 1.77
H -1.07 -1.68 -2.69
O 3.70 1.28 0.09
C -1.05 -2.63 -2.16
H -1.41 -7.27 2.12
H 0.99 -4.54 0.42
O -2.57 -2.05 0.88
H -0.19 -4.25 3.30
C 1.43 2.06 0.42
H -0.91 -3.46 -2.85

The net atomic charges from natural (NBO), expressed in e, are: C -1.0940; C -1.0544; Ge 1.6531; C -1.0889; H 0.2173; H 0.2662; O -0.7306; H 0.2215; H 0.2265; C 0.6552; O -0.7181; H 0.0679; C -1.0867; H 0.2588; O -0.7118; Se 0.5309; C 0.6554; H 0.2154; Pt 0.8018; H 0.2219; H 0.2362; O -0.6070; H 0.2187; H 0.2417; O -0.6069; C -0.8012; H 0.2195; H 0.2387; O -0.7283; H 0.2230; C 0.6513; H 0.2069

# 6
Molecular formula: C8H15N2
Method: DFT, the ωB97M-V functional and the def2-TZVPD basis

* calculated total energy: -423.03281 hartree
* HOMO: -13.50 eV
* strongest force on any atom: 3.70 eV/Å
* LUMO: -2.713 eV
* total charge: +1

CARTESIAN COORDINATES (ANGSTROEM)
C -1.52 0.19 0.06
C -2.48 -0.02 1.20
H 2.65 -1.66 -0.46
H 2.90 2.06 -0.56
H -2.44 0.71 2.06
H -2.94 0.55 -1.61
C 3.06 1.05 -0.07
N -0.21 -0.48 0.19
C -2.14 -0.13 -1.31
N 1.84 0.30 -0.12
C -0.71 1.59 0.04
H 0.37 -2.00 -1.10
H 2.32 -1.32 1.14
C 0.55 0.57 -0.02
H -2.13 -0.89 1.86
H -3.47 -0.16 0.81
C 0.52 -1.71 0.01
H 0.10 -2.47 0.62
H -1.02 2.12 -0.83
H -2.56 -1.24 -1.25
C 1.95 -1.13 0.18
H -0.63 2.13 0.94
H 3.44 1.26 0.89
H -1.44 0.05 -2.10
H 3.99 0.63 -0.54

The net atomic charges from natural (NBO), expressed in e, are: C 0.1646; C -0.6527; H 0.2349; H 0.2383; H 0.2439; H 0.2455; C -0.4327; N -0.3500; C -0.6429; N -0.3594; C -0.3869; H 0.2087; H 0.2147; C 0.5631; H 0.2374; H 0.2414; C -0.2203; H 0.2462; H 0.2507; H 0.2406; C -0.2209; H 0.2488; H 0.2212; H 0.2195; H 0.2463

# 7
Molecular formula: C8H15N2OPb2
Method: DFT, the ωB97M-V functional and the def2-TZVPD basis

* calculated total energy: -883.58751 hartree
* HOMO (alpha / beta): -15.30 / -15.74 eV
* spin multiplicity: 2
* strongest force on any atom: 2.26 eV/Å
* LUMO (alpha / beta): -9.704 / -9.800 eV
* total charge: +2

CARTESIAN COORDINATES (ANGSTROEM)
H -3.28 -0.17 1.54
N 0.05 2.93 1.96
C -3.57 1.85 2.11
H 0.67 -0.48 -1.08
C 0.89 -1.44 -0.61
H -4.40 1.62 2.77
Pb 2.37 3.97 0.91
H 2.36 -3.08 -1.12
H 2.84 -1.39 -1.33
H -2.31 0.39 2.95
H -0.06 -1.98 -0.62
H -0.73 0.08 0.95
C -1.40 0.93 1.07
C 0.58 -3.14 -3.17
H -1.75 1.29 0.10
H -3.11 2.74 2.53
C -2.66 0.64 1.94
H -4.05 2.14 1.17
H 1.21 -1.22 0.41
H 1.51 -1.21 -3.30
O 2.45 1.69 0.11
Pb 4.91 1.56 -0.36
C -0.60 2.06 1.57
N -0.30 -3.86 -3.38
C 1.70 -2.20 -2.91
H 2.63 -2.57 -3.34
C 2.01 -2.10 -1.43
H 2.03 0.94 0.57

The net atomic charges from natural (NBO), expressed in e, are: H 0.2495; N -0.5654; C -0.6292; H 0.1889; C -0.6230; H 0.2504; Pb 1.6019; H 0.2350; H 0.1626; H 0.2190; H 0.2455; H 0.2711; C -0.5404; C 0.2495; H 0.2737; H 0.2084; C -0.3776; H 0.2184; H 0.1842; H 0.2328; O -1.2931; Pb 1.1006; C 0.4986; N -0.2653; C -0.4990; H 0.2577; C -0.3658; H 0.5112

# 8
Molecular formula: C8H15N2S
Method: DFT, the ωB97M-V functional and the def2-TZVPD basis

* calculated total energy: -821.20578 hartree
* HOMO: -12.26 eV
* strongest force on any atom: 3.43 eV/Å
* LUMO: -3.126 eV
* total charge: +1

CARTESIAN COORDINATES (ANGSTROEM)
H 0.06 -1.06 -1.99
H -2.80 1.68 -1.23
H -1.25 2.59 1.49
H 1.44 -2.26 -1.53
S -3.12 -1.06 0.30
N -0.58 -1.43 0.21
H -0.70 -2.47 0.50
H 0.67 0.92 -1.06
H -1.07 1.08 2.24
H -1.55 0.85 -2.04
C -1.11 0.88 0.05
C 1.11 -1.12 -1.46
C 0.74 -0.84 0.00
H 3.68 -1.46 1.80
H 1.36 -1.44 2.04
H -1.31 2.62 -1.64
C -1.61 -0.58 0.20
C 1.77 -1.05 1.08
H 0.99 1.40 0.61
N 0.41 0.78 -0.07
H -2.61 1.46 1.41
C -1.69 1.60 -1.20
H 3.60 -0.98 -0.10
C 3.08 -1.07 0.91
C -1.52 1.59 1.31
H 2.03 -0.64 -1.81

The net atomic charges from natural (NBO), expressed in e, are: H 0.2591; H 0.2802; H 0.2408; H 0.2740; S 0.0394; N -0.6406; H 0.4715; H 0.4485; H 0.2185; H 0.2185; C 0.0445; C -0.7065; C 0.3201; H 0.2480; H 0.2433; H 0.2622; C 0.0523; C -0.3082; H 0.4714; N -0.5675; H 0.2734; C -0.6654; H 0.2197; C -0.3050; C -0.6398; H 0.2476

# 9
Molecular formula: C8H15N3
Method: DFT, the ωB97M-V functional and the def2-TZVPD basis

* calculated total energy: -477.39888 hartree
* HOMO: -17.47 eV
* strongest force on any atom: 4.52 eV/Å
* LUMO: -8.061 eV
* total charge: +2

CARTESIAN COORDINATES (ANGSTROEM)
H -0.68 -1.73 3.22
H 0.28 -2.60 1.90
C 0.54 1.00 -2.13
H -1.60 0.62 -2.82
N -1.51 2.16 -1.60
H 0.78 0.15 2.53
H 1.05 1.04 -3.10
H -2.06 4.07 -1.05
C -0.89 1.30 -2.24
C 0.86 -0.45 -1.57
H 0.29 -1.09 -2.20
C -0.23 -1.70 2.29
C 0.95 -0.80 2.23
N 0.43 -0.66 -0.22
C -2.09 2.90 -0.80
H 2.25 -0.18 0.59
C -0.81 -0.90 0.07
N -1.17 -1.28 1.25
H -2.32 2.51 0.14
H 1.89 -0.52 -1.66
H 1.86 -1.95 0.66
H 1.17 1.73 -1.61
C 1.51 -0.86 0.79
H 1.66 -1.15 2.86
H -2.09 -1.31 1.70
H -1.63 -0.66 -0.66

The net atomic charges from natural (NBO), expressed in e, are: H 0.2515; H 0.2255; C -0.5138; H 0.2639; N -0.2379; H 0.2183; H 0.3038; H 0.2942; C 0.2376; C -0.1794; H 0.2238; C -0.2232; C -0.4162; N -0.3603; C 0.0889; H 0.2325; C 0.3830; N -0.5068; H 0.2368; H 0.2555; H 0.2289; H 0.2656; C -0.2072; H 0.2549; H 0.4602; H 0.2199

# 10
Molecular formula: C8H15N3O
Method: DFT, the ωB97M-V functional and the def2-TZVPD basis

* calculated total energy: -553.18660 hartree
* HOMO: -8.23 eV
* strongest force on any atom: 7.62 eV/Å
* LUMO: 0.522 eV
* total charge: 0

CARTESIAN COORDINATES (ANGSTROEM)
H -2.76 -2.02 0.64
C 1.14 3.39 0.07
H -1.63 -1.86 1.99
C 2.26 1.32 0.15
C -1.94 -1.39 1.01
H 0.52 -3.04 0.39
H -2.19 -0.24 1.33
H 2.08 3.94 0.30
C -0.02 1.38 0.64
C -1.55 -0.84 -1.34
N 2.15 0.27 -0.77
O -1.16 1.67 0.80
H 0.26 4.11 0.27
N 1.07 1.97 0.42
C 0.25 -0.50 0.36
H 1.18 3.30 -1.03
N 1.24 -0.54 -0.62
C -0.91 -1.40 -0.09
H 0.02 -2.97 -1.20
H 0.60 -0.78 1.33
C -0.33 -2.83 -0.21
H -2.07 -1.65 -2.05
H -1.02 -3.72 0.03
H 2.76 0.94 1.15
H -2.12 0.02 -1.15
H -0.82 -0.55 -2.06
H 3.00 2.03 -0.34

The net atomic charges from natural (NBO), expressed in e, are: H 0.2149; C -0.4366; H 0.2021; C -0.1112; C -0.6183; H 0.2112; H 0.2458; H 0.2189; C 0.7509; C -0.6115; N -0.1565; O -0.6013; H 0.2497; N -0.4706; C -0.1859; H 0.2046; N -0.1258; C -0.1143; H 0.2202; H 0.2252; C -0.6033; H 0.2119; H 0.2122; H 0.2029; H 0.2274; H 0.2174; H 0.2202

# 11
Molecular formula: C8H15N3O2S
Method: DFT, the ωB97M-V functional and the def2-TZVPD basis

* calculated total energy: -1026.55362 hartree
* HOMO (alpha / beta): -7.44 / -8.91 eV
* spin multiplicity: 3
* strongest force on any atom: 4.10 eV/Å
* LUMO (alpha / beta): 0.527 / -1.452 eV
* total charge: 0

CARTESIAN COORDINATES (ANGSTROEM)
H 2.90 2.03 -0.32
H 0.13 1.18 4.26
H 2.22 0.54 -0.69
H 1.21 2.45 1.35
C -0.86 -1.39 -3.33
O 2.07 -1.53 1.59
H -1.10 2.19 3.91
H 1.35 2.11 -0.98
S 0.67 -1.22 1.87
H 2.47 1.00 1.68
C 0.40 0.47 1.40
H -1.04 -2.88 -1.21
H -0.89 -1.62 -5.39
H -1.17 1.82 1.60
O 0.22 -1.94 -3.01
C -0.29 1.76 3.43
N -1.37 -0.83 -1.03
H -2.18 -0.79 -4.83
H -0.07 -3.13 0.99
H -2.51 -0.48 -2.77
C -0.09 -2.12 0.56
C 1.58 1.39 1.09
N -1.64 -0.80 -2.38
C -0.91 -2.01 -0.54
H 0.51 2.44 3.12
C -0.68 1.02 2.16
C 1.97 1.53 -0.34
N -1.48 -1.41 -4.55
H -1.42 0.20 2.36

The net atomic charges from natural (NBO), expressed in e, are: H 0.2052; H 0.2044; H 0.2220; H 0.2013; C 0.7473; O -0.9813; H 0.2122; H 0.2047; S 1.2974; H 0.2464; C -0.1089; H 0.2157; H 0.4089; H 0.2202; O -0.6271; C -0.5981; N -0.1676; H 0.3821; H 0.2148; H 0.3847; C -0.4030; C -0.4680; N -0.4612; C -0.0377; H 0.2072; C -0.4898; C -0.6027; N -0.8393; H 0.2100

# 12
Molecular formula: C8H15N3OS
Method: DFT, the ωB97M-V functional and the def2-TZVPD basis

* calculated total energy: -951.36789 hartree
* HOMO (alpha / beta): -7.25 / -6.55 eV
* strongest force on any atom: 4.21 eV/Å
* LUMO (alpha / beta): 0.412 / 0.320 eV
* total charge: 0

CARTESIAN COORDINATES (ANGSTROEM)
H 1.74 2.08 -3.16
H 1.58 0.11 0.30
C 1.20 -1.46 -1.24
H 0.24 -1.81 -1.67
C 0.85 -0.06 -0.60
C -0.54 -0.16 -0.17
H 0.26 2.23 1.90
H -2.92 -1.37 -0.44
H 2.90 0.95 -2.25
H 2.43 2.62 -1.56
H -2.18 0.92 -1.04
H 1.40 -2.12 -0.36
H 1.94 -1.25 -1.99
S -1.23 -2.83 0.24
N 0.91 0.97 -1.54
H -1.78 -0.84 1.57
C -0.57 1.41 1.87
C -0.88 -1.15 0.84
H 0.00 -1.24 1.48
H -3.29 -2.88 -1.19
H -3.46 -2.58 0.64
N -1.57 1.10 2.52
N -1.23 0.56 -1.12
C -0.36 1.46 -1.76
C 2.08 1.64 -2.14
H -1.89 1.72 3.29
C -2.94 -2.44 -0.27
O -0.81 2.34 -2.47

The net atomic charges from natural (NBO), expressed in e, are: H 0.2403; H 0.2043; C -0.6198; H 0.2257; C -0.1017; C 0.3004; H 0.1541; H 0.2029; H 0.2103; H 0.1996; H 0.4228; H 0.2182; H 0.2142; S 0.1666; N -0.4578; H 0.2816; C 0.0477; C -0.6440; H 0.2501; H 0.2334; H 0.2221; N -0.7099; N -0.6451; C 0.7914; C -0.4129; H 0.3509; C -0.7251; O -0.6202